Arrangement w

Molecular formula: C4H9OPS
Method: DFT, ωB97M-V/def2-TZVPD

Positions of all 16 atoms, in Å:
C -2.318 0.044 0.987
C -1.238 0.087 0.226
C -0.795 1.381 -0.366
C -0.267 -0.990 -0.131
O 0.885 -0.614 0.764
P 2.346 -1.294 0.197
S 2.941 0.235 -1.200
H -2.890 0.989 1.026
H -2.590 -0.721 1.672
H -0.331 1.332 -1.445
H 0.042 1.763 0.293
H -1.592 2.053 -0.184
H -0.663 -2.019 0.095
H 0.102 -0.989 -1.071
H 2.939 -0.557 1.172
H 3.429 -0.701 -2.036

Lowest unoccupied orbital energy ... 0.02624 Ha
HOMO ... -9.36 eV

***

Arrangement x

Molecular formula: C4H9OPS
Method: DFT, ωB97M-V/def2-TZVPD

Positions of all 16 atoms, in Å:
C -0.954 0.216 0.000
C -0.410 -1.126 -0.494
C -0.873 0.433 1.493
C 0.691 -1.148 -1.575
O 0.639 1.563 3.597
P 0.448 1.356 2.149
S 2.055 0.301 -1.388
H -0.430 1.099 -0.368
H -2.028 0.245 -0.399
H -0.088 -1.803 0.240
H -1.329 -1.675 -0.960
H 1.311 1.291 -1.723
H -1.422 -0.260 2.135
H 1.361 -2.028 -1.532
H 0.470 -1.017 -2.610
H 0.560 2.552 1.434

Lowest unoccupied orbital energy ... -0.02138 Ha
HOMO ... -8.72 eV

***

Result of the stability comparison: arrangement w is the most stable of them.

***

Arrangement w

Molecular formula: CH9NO4
Method: DFT, ωB97M-V/def2-TZVPD

Positions of all 15 atoms, in Å:
N 0.931 -0.405 -0.965
C 1.776 0.621 -0.708
O 2.312 0.822 0.367
H 1.065 -1.200 -0.361
H 0.359 -0.352 -1.789
H 1.751 1.438 -1.448
O -2.368 0.916 2.293
H -2.246 1.337 3.141
H -1.524 0.679 1.933
O -1.208 -1.941 -3.153
H -2.080 -1.791 -2.764
H -1.438 -1.921 -4.090
O 0.496 0.531 2.570
H 0.928 1.209 2.036
H 1.245 0.057 2.938

Lowest unoccupied orbital energy ... 0.01742 Ha
HOMO ... -10.22 eV

***

Arrangement x

Molecular formula: CH9NO4
Method: DFT, ωB97M-V/def2-TZVPD

Positions of all 15 atoms, in Å:
N 1.069 -1.695 -1.675
C 2.037 -0.894 -0.980
O 2.382 0.209 -1.425
H 0.577 -1.190 -2.444
H 0.527 -2.359 -1.184
H 2.323 -1.417 -0.004
O -2.500 2.776 3.355
H -2.206 2.595 4.317
H -1.741 3.291 3.187
O -1.247 -2.369 -0.286
H -1.633 -1.595 0.037
H -1.753 -3.087 0.241
O -0.484 1.581 0.146
H 0.069 1.216 -0.616
H -1.073 2.192 -0.248

Lowest unoccupied orbital energy ... 0.01872 Ha
HOMO ... -9.99 eV

***

Result of the stability comparison: arrangement w is the most stable of them.

***

Arrangement w

Molecular formula: C5H12N2
Method: DFT, ωB97M-V/def2-TZVPD

Positions of all 19 atoms, in Å:
C -1.610 0.999 -2.267
C -1.451 0.539 -0.998
C -0.901 -0.844 -0.714
C 0.640 -0.801 -0.568
N 1.152 0.391 0.094
C 0.720 0.460 1.552
N 1.302 -0.504 2.431
H -1.259 1.918 -2.739
H -2.187 0.301 -2.874
H -1.202 1.303 -0.254
H -1.096 -1.548 -1.540
H -1.511 -1.271 0.091
H 0.986 -0.781 -1.608
H 0.853 -1.659 0.087
H 2.166 0.381 0.101
H -0.367 0.344 1.563
H 0.928 1.532 1.654
H 0.655 -0.608 3.204
H 2.183 -0.153 2.787

Lowest unoccupied orbital energy ... 0.03513 Ha
HOMO ... -8.55 eV

***

Arrangement x

Molecular formula: C5H12N2
Method: DFT, ωB97M-V/def2-TZVPD

Positions of all 19 atoms, in Å:
C 0.732 2.205 0.858
C 0.757 0.785 1.402
C 0.850 -0.325 0.295
C -0.461 -0.908 -0.197
N -0.974 -2.008 0.553
C -1.019 -0.394 -1.325
N -1.355 -1.052 -2.514
H 0.100 2.859 1.461
H 1.632 2.774 0.629
H 0.206 2.124 -0.103
H 1.621 0.634 2.056
H -0.139 0.524 1.968
H 1.372 -1.157 0.771
H 1.516 0.103 -0.454
H -0.401 -2.841 0.541
H -1.297 -1.772 1.475
H -1.209 0.682 -1.398
H -0.619 -1.728 -2.657
H -1.312 -0.504 -3.362

Lowest unoccupied orbital energy ... 0.03442 Ha
HOMO ... -7.13 eV

***

Arrangement y

Molecular formula: C5H12N2
Method: DFT, ωB97M-V/def2-TZVPD

Positions of all 19 atoms, in Å:
C -2.885 0.129 -0.023
N -1.876 0.867 0.154
C -0.896 1.024 -0.871
C 0.159 -0.160 -0.886
C 0.798 -0.245 0.485
C 1.795 -1.426 0.516
N 1.474 0.951 1.000
H -3.045 -0.484 -0.912
H -3.545 0.022 0.834
H -0.224 1.843 -0.603
H -1.331 1.167 -1.868
H 0.931 0.070 -1.618
H -0.418 -1.072 -0.996
H 0.054 -0.459 1.254
H 2.011 -1.918 1.469
H 2.782 -1.141 0.135
H 1.396 -2.225 -0.108
H 1.885 1.607 0.354
H 0.933 1.452 1.685

Lowest unoccupied orbital energy ... 0.03931 Ha
HOMO ... -8.93 eV

***

Arrangement z

Molecular formula: C5H12N2
Method: DFT, ωB97M-V/def2-TZVPD

Positions of all 19 atoms, in Å:
C 0.538 1.449 -1.631
C 0.502 0.586 -0.391
C 1.833 0.464 0.026
N 2.370 -0.819 0.250
C -0.678 0.357 0.513
C -1.373 -1.003 0.387
N -2.807 -0.978 0.749
H -0.405 1.978 -1.831
H 0.476 0.783 -2.507
H 1.461 2.026 -1.648
H 2.520 1.280 0.206
H 3.036 -0.810 1.031
H 1.637 -1.487 0.486
H -1.436 1.009 0.051
H -0.419 0.630 1.543
H -1.396 -1.112 -0.704
H -0.840 -1.893 0.740
H -3.188 -1.083 1.684
H -3.142 -0.022 0.620

Lowest unoccupied orbital energy ... 0.02913 Ha
HOMO ... -6.96 eV

***

Result of the stability comparison: arrangement y is the most stable of them.

***

Arrangement w

Molecular formula: C5H12N2
Method: DFT, ωB97M-V/def2-TZVPD

Positions of all 19 atoms, in Å:
C 1.605 1.612 -1.069
C 1.934 0.144 -0.468
C 1.096 -0.201 0.744
C -0.405 -0.171 0.531
N -1.198 1.124 0.545
C -0.939 -1.328 0.071
N -2.274 -1.560 -0.219
H 2.409 1.932 -1.760
H 1.742 2.325 -0.249
H 0.708 1.425 -1.697
H 2.986 0.108 -0.180
H 1.665 -0.531 -1.305
H 1.410 -1.140 1.212
H 1.328 0.607 1.458
H -0.860 1.637 1.381
H -0.825 1.644 -0.233
H -0.388 -2.252 0.281
H -2.769 -2.384 0.173
H -2.854 -0.654 -0.216

Lowest unoccupied orbital energy ... 0.03941 Ha
HOMO ... -7.69 eV

***

Arrangement x

Molecular formula: C5H12N2
Method: DFT, ωB97M-V/def2-TZVPD

Positions of all 19 atoms, in Å:
C -1.025 -2.265 -2.128
N -0.911 -1.708 -1.007
C 0.430 -1.271 -0.614
C 0.404 0.279 -0.477
C -0.053 0.662 0.945
C -0.510 2.119 0.983
N 1.018 0.338 1.872
H -0.187 -2.376 -2.827
H -1.991 -2.655 -2.442
H 0.593 -1.647 0.394
H 1.178 -1.615 -1.327
H 1.441 0.591 -0.636
H -0.272 0.706 -1.214
H -0.910 -0.002 1.098
H -0.979 2.350 1.936
H 0.350 2.781 0.860
H -1.224 2.303 0.181
H 1.881 0.785 1.593
H 0.766 0.626 2.809

Lowest unoccupied orbital energy ... 0.04432 Ha
HOMO ... -9.24 eV

***

Result of the stability comparison: arrangement x is the most stable of them.

***

Arrangement w

Molecular formula: C6H9NO2
Method: DFT, ωB97M-V/def2-TZVPD

Positions of all 18 atoms, in Å:
C 2.426 1.509 -0.885
C 2.035 0.279 -0.219
N 0.837 -0.266 -0.381
C 0.731 -1.661 -0.185
O -0.323 -2.298 0.148
C -0.325 0.456 -0.325
O -0.355 1.633 -0.328
C -1.831 -0.091 -0.233
C -2.069 -0.219 1.322
H 3.556 1.814 -0.695
H 1.822 2.553 -1.291
H 2.816 -0.487 -0.236
H 1.793 -2.324 -0.195
H -2.140 -0.968 -0.860
H -2.459 0.805 -0.579
H -1.707 0.891 1.841
H -3.155 -0.281 1.716
H -1.651 -1.343 1.383

Lowest unoccupied orbital energy ... 0.00807 Ha
HOMO ... -9.22 eV

***

Arrangement x

Molecular formula: C6H9NO2
Method: DFT, ωB97M-V/def2-TZVPD

Positions of all 18 atoms, in Å:
C 0.997 0.209 -1.400
C -0.091 -1.197 1.414
C -1.304 -0.561 -0.729
C -0.360 0.059 0.582
C 1.342 0.603 -0.148
N -2.211 0.379 -1.055
C 2.230 1.168 0.634
O -1.276 -1.699 -1.145
O -0.861 1.076 1.088
H -2.972 0.152 -1.674
H -2.205 1.227 -0.503
H 0.409 0.846 -2.046
H 1.318 -0.743 -1.802
H 0.600 -0.948 2.217
H 0.289 -1.996 0.784
H -1.035 -1.515 1.854
H 3.116 1.649 0.243
H 2.014 1.290 1.687

Lowest unoccupied orbital energy (spin up / spin down) ... -0.02592 / -0.02587 Ha
HOMO (spin up / spin down) ... -8.47 / -8.47 eV

***

Result of the stability comparison: arrangement x is the most stable of them.